# 1
The following is a quantum chemistry calculation of the molecule C3H4FN3 at a distorted geometry, from OMol25.

Orbital gap in eV: 10.58
HOMO in eV: -9.51
Total energy in hartree: -380.7901
SMILES: Cc1n[nH]nc1F
Lowest unoccupied orbital energy in eV: 1.1

Geometry as XYZ:
```
11
C3H4FN3 ωB97M-V/def2-TZVPD
F -2.416 -1.728 -0.288
N -2.042 1.609 0.083
N -2.828 0.539 -0.029
N -0.752 1.320 0.190
C -2.026 -0.509 0.007
C -0.584 0.015 0.159
C 0.750 -0.642 -0.017
H -2.355 2.602 0.179
H 0.789 -0.850 -1.046
H 1.542 0.168 0.379
H 0.981 -1.608 0.636
```

***

# 2
The following is a quantum chemistry calculation of the molecule C3H4FN3S at a distorted geometry, from OMol25.

Orbital gap in eV: 8.87
HOMO in eV: -9.12
Total energy in hartree: -778.9728
SMILES: Cc1nnc(SF)[nH]1
Lowest unoccupied orbital energy in eV: -0.2

Geometry as XYZ:
```
12
C3H4FN3S ωB97M-V/def2-TZVPD
S -2.967 -0.990 -0.510
F -3.587 0.048 0.602
N -1.326 0.998 -0.562
N -0.223 -0.833 -0.146
N -0.047 1.328 -0.378
C 0.668 0.239 -0.203
C -1.440 -0.267 -0.443
C 2.010 0.327 0.321
H 2.001 -0.264 1.218
H 2.734 -0.158 -0.186
H -0.062 -1.858 0.015
H 2.239 1.430 0.271
```

***

# 3
The following is a quantum chemistry calculation of a 2-piece molecular cluster, C3H4FNO overall at a distorted geometry, from OMol25.

Orbital gap (alpha / beta) in eV: 9.66 / 9.66
HOMO (alpha / beta) in eV: -9.04 / -9.04
Total energy in hartree: -346.3569
SMILES: C=[NH+][O-].C#CF
Lowest unoccupied orbital energy (alpha / beta) in eV: 0.6 / 0.6

Geometry as XYZ:
```
10
C3H4FNO ωB97M-V/def2-TZVPD
F -1.469 1.813 0.155
O 1.013 -1.077 0.724
N -0.103 -1.202 0.149
C -0.306 -1.841 -0.952
C -0.245 2.194 0.392
C 0.863 2.517 0.678
H 1.747 2.477 1.192
H 0.631 -2.378 -1.254
H -0.932 -0.542 0.441
H -1.199 -1.962 -1.525
```

***

# 4
The following is a quantum chemistry calculation of C3H4FNO as an isolated structure at a distorted geometry, from OMol25.

Orbital gap in eV: 8.95
HOMO in eV: -8.86
Total energy in hartree: -346.3559
Lowest unoccupied orbital energy in eV: 0.1

Geometry as XYZ:
```
10
C3H4FNO ωB97M-V/def2-TZVPD
F -2.897 -0.323 -0.123
O 3.043 0.088 -0.322
N 0.668 0.346 0.546
C -0.567 -0.231 0.298
C 1.857 -0.358 -0.153
C -1.768 0.508 -0.288
H 0.696 1.470 1.215
H -0.334 -1.399 0.987
H -1.957 1.556 -0.993
H 1.514 -1.358 -0.477
```

***

# 5
The following is a quantum chemistry calculation of the molecule C3H4FNO2 at a distorted geometry, from OMol25.

Orbital gap in eV: 11.54
HOMO in eV: -10.78
Total energy in hartree: -421.7058
SMILES: C=NOC(=O)CF
Lowest unoccupied orbital energy in eV: 0.8

Geometry as XYZ:
```
11
C3H4FNO2 ωB97M-V/def2-TZVPD
F 3.118 0.211 -0.335
O -0.375 -0.168 0.020
O 0.832 1.814 0.034
N -1.472 0.759 -0.138
C -2.477 -0.045 -0.139
C 0.776 0.654 0.078
C 1.948 -0.386 0.111
H 1.531 -1.394 -0.491
H -2.421 -1.141 -0.192
H 2.052 -0.789 1.255
H -3.512 0.485 -0.204
```

***

# 6
The following is a quantum chemistry calculation of a 2-piece molecular cluster, C3H4FNO2S overall at a distorted geometry, from OMol25.

Orbital gap in eV: 7.40
HOMO in eV: -8.27
Total energy in hartree: -819.8181
SMILES: CC(F)=C=S.O=NO
Lowest unoccupied orbital energy in eV: -0.9

Geometry as XYZ:
```
12
C3H4FNO2S ωB97M-V/def2-TZVPD
S -2.180 1.465 -0.467
F 1.113 0.290 1.265
O -1.798 -2.656 0.795
O 0.245 -2.899 0.144
N -0.483 -2.114 0.617
C 1.354 1.371 -0.780
C -0.821 0.957 0.119
C 0.490 0.911 0.300
H 0.659 1.445 -1.639
H -2.377 -1.887 1.139
H 1.602 2.405 -0.750
H 2.198 0.711 -0.744
```

***

# 7
The following is a quantum chemistry calculation of C3H4FNOS as an isolated structure at a distorted geometry, from OMol25.

Spin multiplicity: 3
Orbital gap (alpha / beta) in eV: 10.48 / 8.96
HOMO (alpha / beta) in eV: -9.67 / -10.24
Total energy in hartree: -744.6288
Lowest unoccupied orbital energy (alpha / beta) in eV: 0.8 / -1.3

Geometry as XYZ:
```
11
C3H4FNOS ωB97M-V/def2-TZVPD
S 2.690 0.088 2.412
F 1.107 1.004 -0.195
O 2.134 -1.275 2.416
N -1.263 -0.794 -1.284
C -0.202 -0.964 -0.585
C -0.057 0.375 -0.031
C -1.228 0.699 -0.965
H -2.044 1.134 -0.545
H 0.221 -1.927 -0.260
H -0.455 0.408 0.938
H -0.903 1.252 -1.902
```

***

# 8
The following is a quantum chemistry calculation of a 2-piece molecular cluster, C3H4FNS overall at a distorted geometry, from OMol25.

Orbital gap in eV: 9.66
HOMO in eV: -9.15
Total energy in hartree: -669.3215
SMILES: C#CS.C=NF
Lowest unoccupied orbital energy in eV: 0.5

Geometry as XYZ:
```
10
C3H4FNS ωB97M-V/def2-TZVPD
S 1.921 -0.712 0.015
F -2.218 0.505 -1.372
N -1.234 1.083 -0.535
C -0.207 -2.033 1.480
C 0.583 -1.515 0.690
C -0.267 1.673 -1.006
H -1.134 -2.371 1.732
H 0.003 1.831 -2.031
H 0.361 1.982 -0.226
H 2.193 -0.443 1.253
```

***

# 9
The following is a quantum chemistry calculation of C3H4FNS as an isolated structure at a distorted geometry, from OMol25.

Orbital gap (alpha / beta) in eV: 7.65 / 7.51
HOMO (alpha / beta) in eV: -8.60 / -8.66
Total energy in hartree: -669.3523
Lowest unoccupied orbital energy (alpha / beta) in eV: -0.9 / -1.1

Geometry as XYZ:
```
10
C3H4FNS ωB97M-V/def2-TZVPD
S -1.002 -0.789 -1.751
F 0.488 -2.574 -2.444
N 2.661 -0.028 -1.452
C 0.523 -1.244 -2.131
C 1.727 -0.631 -1.794
C -1.105 0.752 -1.099
H 1.549 -2.544 -0.118
H -2.036 1.178 -0.963
H 0.959 -2.988 0.264
H -0.118 1.033 -0.752
```

***

# 10
The following is a quantum chemistry calculation of C3H4FNiO3 as an isolated structure at a distorted geometry, from OMol25.

Spin multiplicity: 4
Orbital gap (alpha / beta) in eV: 6.26 / 3.05
HOMO (alpha / beta) in eV: -6.00 / -7.78
Total energy in hartree: -1950.3868
Lowest unoccupied orbital energy (alpha / beta) in eV: 0.3 / -4.7

Geometry as XYZ:
```
12
C3H4FNiO3 ωB97M-V/def2-TZVPD
Ni 3.121 -1.885 1.314
F 0.483 0.437 2.031
O -1.657 1.313 -0.508
O -1.263 -0.872 -0.847
O -3.205 -0.008 -1.436
C 2.089 0.126 0.382
C 0.836 -0.049 0.839
C -1.979 0.152 -0.820
H 0.041 -0.684 0.426
H -3.550 0.871 -1.632
H 2.312 -0.222 -0.629
H 2.771 0.822 0.879
```

***

# 11
The following is a quantum chemistry calculation of a 2-piece molecular cluster, C3H4FP overall at a distorted geometry, from OMol25.

Orbital gap (alpha / beta) in eV: 7.19 / 7.17
HOMO (alpha / beta) in eV: -8.05 / -8.04
Total energy in hartree: -557.7722
Lowest unoccupied orbital energy (alpha / beta) in eV: -0.9 / -0.9

Geometry as XYZ:
```
9
C3H4FP ωB97M-V/def2-TZVPD
P -2.845 0.278 -0.699
F -2.204 0.563 0.757
C 0.957 -0.005 0.908
C 0.616 -0.132 -0.489
C 0.089 -0.454 -1.543
H -0.026 -0.108 1.447
H 1.500 0.943 1.064
H 1.803 -0.788 1.142
H 0.110 -0.296 -2.587
```

***

# 12
The following is a quantum chemistry calculation of C3H4FeLiO4 as an isolated structure at a distorted geometry, from OMol25.

Spin multiplicity: 6
Orbital gap (alpha / beta) in eV: 9.05 / 7.65
HOMO (alpha / beta) in eV: -17.59 / -18.46
Total energy in hartree: -1688.0820
Charge: +2
Lowest unoccupied orbital energy (alpha / beta) in eV: -8.5 / -10.8

Geometry as XYZ:
```
13
C3H4FeLiO4 ωB97M-V/def2-TZVPD
Fe -0.134 0.475 -0.187
O 1.587 0.186 0.244
O -2.000 0.351 -0.406
O 3.526 -0.622 -0.161
O 3.410 1.400 -0.084
C 2.696 0.369 -0.373
C -3.095 -0.583 -0.058
C -3.246 0.852 -0.053
Li 2.610 -2.232 0.263
H -3.435 -1.163 -0.918
H -3.353 1.593 0.742
H 4.352 0.494 0.115
H -2.919 -1.121 0.877
```

***

# 13
The following is a quantum chemistry calculation of the molecule C3H4IN2OP at a distorted geometry, from OMol25.

Orbital gap (alpha / beta) in eV: 7.90 / 7.90
HOMO (alpha / beta) in eV: -8.08 / -8.08
Total energy in hartree: -940.4018
Lowest unoccupied orbital energy (alpha / beta) in eV: -0.2 / -0.2

Geometry as XYZ:
```
12
C3H4IN2OP ωB97M-V/def2-TZVPD
I -3.104 0.143 0.063
P -0.126 -1.243 -0.721
O 2.664 -0.145 -1.041
N 1.523 0.114 -0.702
N -0.276 -1.823 0.808
C -1.049 0.266 -0.320
C -0.388 1.389 -0.146
C 1.038 1.254 -0.288
H -1.100 -1.608 1.264
H 1.613 2.262 -0.295
H 0.028 -2.795 0.921
H -0.823 2.186 0.458
```

***

# 14
The following is a quantum chemistry calculation of a 2-piece molecular cluster, C3H4IN2OP overall at a distorted geometry, from OMol25.

Spin multiplicity: 3
Orbital gap (alpha / beta) in eV: 8.26 / 5.19
HOMO (alpha / beta) in eV: -8.32 / -8.41
Total energy in hartree: -940.3065
Lowest unoccupied orbital energy (alpha / beta) in eV: -0.1 / -3.2

Geometry as XYZ:
```
12
C3H4IN2OP ωB97M-V/def2-TZVPD
I 3.539 -0.503 -0.762
P -0.966 -1.122 0.346
O -1.046 0.762 -1.738
N -0.893 0.619 -0.537
N 0.050 -2.025 -0.678
C -0.154 1.050 1.641
C -0.444 1.577 0.261
C 0.075 -0.227 1.594
H 0.370 -1.473 -1.481
H -0.293 -3.012 -0.958
H -0.314 2.626 -0.095
H 0.076 1.729 2.406
```

***

# 15
The following is a quantum chemistry calculation of C3H4INO2 as an isolated structure at a distorted geometry, from OMol25.

Orbital gap in eV: 9.00
HOMO in eV: -9.53
Total energy in hartree: -619.6144
Lowest unoccupied orbital energy in eV: -0.5

Geometry as XYZ:
```
11
C3H4INO2 ωB97M-V/def2-TZVPD
I -4.180 0.299 -0.228
O -2.104 -0.875 1.395
O -2.247 1.330 -2.348
N -2.133 0.406 -0.368
C -1.564 0.913 -1.466
C -1.468 -0.254 0.576
C -0.002 -0.282 0.559
H 0.484 -0.692 1.377
H 0.440 0.677 0.619
H -0.501 0.843 -1.527
H 0.550 -0.599 -0.343
```

***

# 16
The following is a quantum chemistry calculation of C3H4IrO3 as an isolated structure at a distorted geometry, from OMol25.

Spin multiplicity: 5
Orbital gap (alpha / beta) in eV: 9.92 / 8.33
HOMO (alpha / beta) in eV: -25.85 / -26.57
Total energy in hartree: -445.1013
Charge: +3
Lowest unoccupied orbital energy (alpha / beta) in eV: -15.9 / -18.2

Geometry as XYZ:
```
11
C3H4IrO3 ωB97M-V/def2-TZVPD
Ir -3.114 1.788 2.361
O -2.837 -0.134 2.549
O -4.019 0.939 3.915
O -2.234 0.759 -0.560
C -3.425 -0.297 3.661
C -2.345 -1.751 -0.195
C -2.417 -0.346 -0.437
H -1.331 -1.871 -0.722
H -3.045 -2.260 -0.875
H -2.731 -2.047 0.788
H -4.702 0.922 4.596
```

***

# 17
The following is a quantum chemistry calculation of C3H4KLiO3 as an isolated structure at a distorted geometry, from OMol25.

Spin multiplicity: 2
Orbital gap (alpha / beta) in eV: 3.49 / 5.40
HOMO (alpha / beta) in eV: -8.49 / -10.41
Total energy in hartree: -949.5054
Charge: +1
Lowest unoccupied orbital energy (alpha / beta) in eV: -5.0 / -5.0

Geometry as XYZ:
```
12
C3H4KLiO3 ωB97M-V/def2-TZVPD
K -2.638 0.516 -0.702
O -3.069 2.898 -3.193
O -5.788 1.383 -2.972
O -5.547 0.630 -0.968
C -5.064 1.927 -4.090
C -4.220 3.077 -3.673
C -5.064 0.627 -2.139
Li -1.401 2.811 -3.944
H -4.409 1.132 -4.487
H -4.587 4.105 -3.828
H -5.802 2.240 -4.841
H -6.525 -0.370 -0.405
```

***

# 18
The following is a quantum chemistry calculation of C3H4Li2O3 as an isolated structure at a distorted geometry, from OMol25.

Orbital gap (alpha / beta) in eV: 6.31 / 6.31
HOMO (alpha / beta) in eV: -6.58 / -6.58
Total energy in hartree: -357.4642
Lowest unoccupied orbital energy (alpha / beta) in eV: -0.3 / -0.3

Geometry as XYZ:
```
12
C3H4Li2O3 ωB97M-V/def2-TZVPD
O -0.195 -0.508 1.473
O 2.037 -0.724 -0.552
O 1.063 1.282 -0.483
C 2.053 0.459 -0.268
C -0.943 -0.505 0.293
C -0.626 0.687 -0.636
Li 0.288 1.326 1.547
Li 1.040 -1.688 0.888
H -2.032 -0.530 0.500
H -0.784 -1.458 -0.283
H -1.478 1.355 -0.830
H -0.423 0.303 -1.648
```

***

# 19
The following is a quantum chemistry calculation of C3H4LiMnO2 as an isolated structure at a distorted geometry, from OMol25.

Spin multiplicity: 6
Orbital gap (alpha / beta) in eV: 5.98 / 5.72
HOMO (alpha / beta) in eV: -11.46 / -11.42
Total energy in hartree: -1425.3077
Charge: +1
Lowest unoccupied orbital energy (alpha / beta) in eV: -5.5 / -5.7

Geometry as XYZ:
```
11
C3H4LiMnO2 ωB97M-V/def2-TZVPD
Mn 0.885 0.562 2.053
O -0.050 2.339 0.645
O -1.146 0.446 0.131
C -1.161 1.696 0.550
C 0.662 -1.015 -0.508
C -0.198 -0.573 0.612
Li -0.771 1.429 -1.782
H 1.648 -1.340 -0.144
H 0.457 -0.247 -1.503
H 0.478 -1.920 -1.105
H -0.805 -1.376 1.054
```

***

# 20
The following is a quantum chemistry calculation of C3H4LiO2Sn as an isolated structure at a distorted geometry, from OMol25.

Spin multiplicity: 2
Orbital gap (alpha / beta) in eV: 5.71 / 10.46
HOMO (alpha / beta) in eV: -15.67 / -20.34
Total energy in hartree: -488.3101
Charge: +2
Lowest unoccupied orbital energy (alpha / beta) in eV: -10.0 / -9.9

Geometry as XYZ:
```
11
C3H4LiO2Sn ωB97M-V/def2-TZVPD
Sn 0.887 -2.975 0.361
O 0.099 -0.962 0.170
O 4.158 2.514 -0.666
C -1.126 -0.860 -0.205
C -1.726 0.294 0.419
C 3.243 1.864 -0.635
Li 1.450 0.384 -0.528
H -0.628 0.506 1.018
H -2.328 0.837 -0.323
H -2.415 0.009 1.227
H -1.614 -1.611 -0.837
```